Entry 1:
Below is a 4-piece molecular cluster, CH10N2O3 overall at a distorted geometry, with properties calculated with ωB97M-V/def2-TZVPD.

XYZ file:
```
16
Properties=species:S:1:pos:R:3:nbo_charge:R:1
O 1.110 0.824 -0.959 -0.90
O -2.741 1.081 0.337 -0.99
O -1.419 1.575 -1.866 -0.95
N 0.067 -1.407 1.215 -0.42
N 2.175 -1.526 0.140 -0.35
C 1.447 -1.624 1.203 0.25
H 1.876 0.268 -1.131 0.49
H -0.310 -1.087 2.083 0.44
H 0.828 0.443 -0.115 0.43
H -0.429 -0.942 0.478 0.44
H -0.622 1.087 -1.909 0.50
H -1.311 2.461 -1.537 0.49
H 3.142 -1.890 0.274 0.40
H -2.025 1.265 -0.299 0.47
H 1.695 -2.029 2.189 0.23
H -3.484 1.502 -0.103 0.48
```

Maximum force: 3.89 eV/Å
2S+1: 2
Gap between HOMO and LUMO (alpha / beta): 8.583 / 3.759 eV
HOMO energy (alpha / beta): -13.94 / -13.94 eV
E_tot: -378.9438 Ha
Total charge: +1
ΔE to the lowest compared entry with this formula, charge and spin: 41.4 kcal/mol

Entry 2:
Below is a 2-piece molecular cluster, CH10N2P4 overall at a distorted geometry, with properties calculated with ωB97M-V/def2-TZVPD.

XYZ file:
```
17
Properties=species:S:1:pos:R:3:nbo_charge:R:1
P 1.686 -0.922 0.293 0.56
P -1.296 -0.990 -0.109 0.56
P -2.753 0.543 0.110 -0.08
P 2.037 1.176 0.509 0.27
N -1.523 -1.843 1.292 -1.17
N 2.289 -1.102 -1.239 -1.20
C 0.516 1.522 -0.497 -0.83
H -3.375 0.207 -1.130 0.00
H -1.243 -2.812 1.412 0.40
H 2.019 -0.497 -2.023 0.40
H 2.913 -1.492 1.123 -0.07
H 1.534 1.268 1.858 -0.02
H -2.218 -1.724 2.012 0.40
H 2.180 -2.053 -1.584 0.39
H 1.020 1.675 -1.497 0.18
H 0.033 2.451 -0.258 0.19
H -2.011 1.683 -0.462 0.03
```

Maximum force: 3.30 eV/Å
2S+1: 1
Gap between HOMO and LUMO (alpha / beta): 6.104 / 7.062 eV
HOMO energy (alpha / beta): -6.77 / -7.27 eV
E_tot: -1518.8559 Ha
ΔE to the lowest compared entry with this formula, charge and spin: 54.6 kcal/mol

Entry 3:
Below is a 2-piece molecular cluster, CH10N3 overall at a distorted geometry, with properties calculated with ωB97M-V/def2-TZVPD.

XYZ file:
```
14
Properties=species:S:1:pos:R:3:nbo_charge:R:1
N 0.871 -0.162 0.000 -0.73
N -0.615 -1.770 1.676 -1.07
N -0.241 1.806 -0.811 -0.82
C 0.112 0.463 -1.134 -0.05
H 1.250 0.443 0.713 0.44
H -0.104 -2.550 2.093 0.39
H -1.173 1.885 -0.441 0.38
H -0.682 -0.256 -1.313 0.19
H -1.235 -2.287 1.041 0.38
H 0.848 0.510 -1.928 0.21
H 0.186 -0.777 0.594 0.46
H -0.284 2.330 -1.668 0.39
H -1.239 -1.545 2.446 0.40
H 1.534 -0.814 -0.391 0.43
```

Maximum force: 2.27 eV/Å
2S+1: 1
Gap between HOMO and LUMO: 11.521 eV
HOMO energy: -14.72 eV
E_tot: -208.1256 Ha
Total charge: +1
ΔE to the lowest compared entry with this formula, charge and spin: 5.6 kcal/mol

Entry 4:
Below is a 3-piece molecular cluster, CH10N3O2 overall at a distorted geometry, with properties calculated with ωB97M-V/def2-TZVPD.

XYZ file:
```
16
Properties=species:S:1:pos:R:3:nbo_charge:R:1
O 1.885 -0.051 -1.509 -0.97
O -0.634 -3.162 -1.385 -0.94
N 0.619 1.811 0.631 -0.87
N -0.592 -0.098 0.437 -0.84
N -1.299 1.659 1.861 -0.87
C -0.461 1.116 0.919 0.37
H 2.722 -0.332 -1.133 0.47
H -0.416 -3.173 -2.330 0.47
H 1.206 1.977 1.480 0.23
H 1.243 1.387 -0.125 0.40
H 1.842 -0.497 -2.347 0.48
H 0.155 -0.502 -0.064 0.42
H -2.269 1.403 2.145 0.40
H -1.373 -3.707 -1.273 0.47
H -1.580 -0.403 0.511 0.39
H -1.048 2.571 2.182 0.39
```

Maximum force: 3.97 eV/Å
2S+1: 2
Gap between HOMO and LUMO (alpha / beta): 3.392 / 9.872 eV
HOMO energy (alpha / beta): -2.91 / -9.52 eV
E_tot: -358.7431 Ha
ΔE to the lowest compared entry with this formula, charge and spin: 22.6 kcal/mol

Entry 5:
Below is a 3-piece molecular cluster, CH10NO2 overall at a distorted geometry, with properties calculated with ωB97M-V/def2-TZVPD.

XYZ file:
```
14
Properties=species:S:1:pos:R:3:nbo_charge:R:1
O 0.293 -1.353 1.853 -0.98
O 1.843 0.530 -0.886 -0.97
N -0.825 -0.137 -0.429 -0.70
C -1.578 1.127 -0.714 -0.43
H -0.891 1.954 -0.604 0.23
H -1.083 -0.467 0.509 0.46
H -0.927 -0.879 -1.110 0.44
H 0.166 0.110 -0.285 0.48
H -2.408 1.188 -0.022 0.23
H 0.334 -2.316 1.794 0.49
H 2.581 0.308 -0.337 0.50
H 2.243 1.146 -1.512 0.50
H -1.940 1.217 -1.734 0.24
H 0.188 -1.198 2.826 0.50
```

Maximum force: 1.35 eV/Å
2S+1: 1
Gap between HOMO and LUMO: 12.958 eV
HOMO energy: -16.15 eV
E_tot: -249.0967 Ha
Total charge: +1
ΔE to the lowest compared entry with this formula, charge and spin: 8.6 kcal/mol

Entry 6:
Below is a 4-piece molecular cluster, CH10NO4 overall at a distorted geometry, with properties calculated with ωB97M-V/def2-TZVPD.

XYZ file:
```
16
Properties=species:S:1:pos:R:3:nbo_charge:R:1
O -0.785 -0.317 -2.935 -1.02
O -0.599 -2.601 0.631 -0.95
O 2.719 -0.386 -0.543 -0.98
O -0.020 0.539 -0.309 -0.98
N -0.102 1.633 1.923 -0.91
C -0.826 1.045 0.666 0.14
H -0.659 0.228 -2.045 0.53
H 1.821 -0.748 -0.495 0.50
H -1.553 -2.670 0.459 0.46
H -0.588 -1.668 0.921 0.49
H -1.430 0.202 1.198 0.03
H 2.541 0.545 -0.782 0.48
H 0.604 2.234 1.582 0.33
H 0.372 0.785 2.355 0.33
H -1.559 1.825 0.503 0.10
H 0.064 -0.647 -3.128 0.45
```

Maximum force: 3.15 eV/Å
2S+1: 1
Gap between HOMO and LUMO: 7.997 eV
HOMO energy: -3.99 eV
E_tot: -399.8271 Ha
Total charge: -1
ΔE to the lowest compared entry with this formula, charge and spin: 24.0 kcal/mol

Entry 7:
Below is a 4-piece molecular cluster, CH10O3S2 overall at a distorted geometry, with properties calculated with ωB97M-V/def2-TZVPD.

XYZ file:
```
16
Properties=species:S:1:pos:R:3:nbo_charge:R:1
S 0.194 0.736 0.724 0.09
S 2.145 1.340 0.698 -0.15
O 1.003 -3.113 -1.554 -0.94
O -1.221 -1.458 -1.782 -0.97
O -3.430 0.770 -1.467 -0.94
C -0.088 0.472 2.518 -0.79
H -1.228 -0.566 -1.528 0.49
H 0.074 1.471 3.172 0.24
H 0.714 -0.210 3.046 0.23
H -2.057 -1.903 -1.626 0.48
H 2.733 0.087 0.697 0.14
H 0.232 -2.794 -2.021 0.48
H 0.578 -3.977 -1.286 0.45
H -4.256 0.678 -0.984 0.47
H -1.165 -0.164 2.423 0.24
H -3.332 1.754 -1.332 0.47
```

Maximum force: 3.69 eV/Å
2S+1: 1
Structure (SMILES): CSS.O.O.O
Gap between HOMO and LUMO: 9.316 eV
HOMO energy: -9.03 eV
E_tot: -1066.1350 Ha
ΔE to the lowest compared entry with this formula, charge and spin: 34.4 kcal/mol

Entry 8:
Below is a 5-piece molecular cluster, CH10O6 overall at a distorted geometry, with properties calculated with ωB97M-V/def2-TZVPD.

XYZ file:
```
17
Properties=species:S:1:pos:R:3:nbo_charge:R:1
O -2.160 -0.736 -0.303 -0.96
O 1.409 0.317 0.308 -0.97
O -0.914 2.586 -1.284 -0.95
O 2.141 1.248 -2.758 -0.97
O -0.407 -0.962 1.993 -0.74
O -0.525 -2.387 3.745 -0.51
C -0.318 -2.234 2.591 0.63
H -1.383 3.116 -0.625 0.47
H -2.201 -1.559 -0.807 0.46
H 1.571 0.517 -3.008 0.48
H 1.731 2.099 -2.839 0.49
H -1.911 -1.015 0.586 0.49
H -1.209 1.698 -1.034 0.48
H 1.649 0.133 -0.606 0.50
H 0.416 -0.914 1.475 0.51
H 1.945 1.032 0.641 0.49
H 0.166 -2.940 1.924 0.10
```

Maximum force: 2.70 eV/Å
2S+1: 1
Structure (SMILES): O=CO.O.O.O.O
Gap between HOMO and LUMO: 11.350 eV
HOMO energy: -11.05 eV
E_tot: -495.5297 Ha
ΔE to the lowest compared entry with this formula, charge and spin: 28.9 kcal/mol

Question: What is the ΔE to the lowest compared entry with this formula, charge and spin in the seventh record?
Answer: 34.4 kcal/mol

Question: Which of these has the highest ΔE to the lowest compared entry with this formula, charge and spin?
Answer: CH10N2P4

Question: Which formula does entry 1 have?
Answer: CH10N2O3

Please write out number 4 again, unchanged.
Below is a 3-piece molecular cluster, CH10N3O2 overall at a distorted geometry, with properties calculated with ωB97M-V/def2-TZVPD.

XYZ file:
```
16
Properties=species:S:1:pos:R:3:nbo_charge:R:1
O 1.885 -0.051 -1.509 -0.97
O -0.634 -3.162 -1.385 -0.94
N 0.619 1.811 0.631 -0.87
N -0.592 -0.098 0.437 -0.84
N -1.299 1.659 1.861 -0.87
C -0.461 1.116 0.919 0.37
H 2.722 -0.332 -1.133 0.47
H -0.416 -3.173 -2.330 0.47
H 1.206 1.977 1.480 0.23
H 1.243 1.387 -0.125 0.40
H 1.842 -0.497 -2.347 0.48
H 0.155 -0.502 -0.064 0.42
H -2.269 1.403 2.145 0.40
H -1.373 -3.707 -1.273 0.47
H -1.580 -0.403 0.511 0.39
H -1.048 2.571 2.182 0.39
```

Maximum force: 3.97 eV/Å
2S+1: 2
Gap between HOMO and LUMO (alpha / beta): 3.392 / 9.872 eV
HOMO energy (alpha / beta): -2.91 / -9.52 eV
E_tot: -358.7431 Ha
ΔE to the lowest compared entry with this formula, charge and spin: 22.6 kcal/mol